Here is a cluster of 6 separate species, C45H104BN5 in total in a non-equilibrium geometry from the Open Molecules 2025 dataset. Energies are from ωB97M-V with the def2-TZVPD basis set.

Values from the calculation:
**Relative energy (zero: lowest compared OMol25 entry of this formula, charge and spin)**: 535.9 kJ/mol
**Total charge**: +4
**DFT total energy**: -56440.2039 eV
**Kohn-Sham gap**: 9.67 eV
**Highest occupied orbital energy**: -17.358 eV
**Molar mass**: 726.17 u

XYZ file:
```
155
Properties=species:S:1:pos:R:3:forces:R:3
B 21.6307 -21.0652 -14.5090 0.0 -0.1 0.0
H 21.6892 -20.2291 -13.8294 0.4 3.3 2.9
H 22.5431 -21.1514 -15.0785 3.8 -0.3 -2.3
H 21.4181 -21.9991 -14.0121 -0.7 -3.7 2.2
H 20.8030 -20.8652 -15.1716 -3.2 0.7 -2.6
C 20.9237 -16.7466 -13.7582 0.4 0.8 -0.7
C 21.0606 -16.0403 -12.4216 -0.9 -0.6 0.3
C 21.0924 -14.5366 -12.6166 0.6 0.5 1.4
N 20.9780 -13.7416 -11.2708 0.1 -0.3 0.0
C 22.0349 -14.2189 -10.2594 1.3 0.5 -0.6
C 23.5130 -13.9190 -10.6695 -1.3 -0.5 0.3
C 23.6964 -12.4619 -10.9867 -0.4 0.7 0.5
C 22.6970 -11.9422 -12.0077 -0.7 -0.4 -0.6
C 21.1792 -12.2062 -11.6031 1.8 -1.0 -0.4
C 19.6371 -13.9774 -10.5906 0.5 0.9 0.8
H 19.9041 -16.6000 -14.1146 0.1 -0.3 -0.2
H 21.2312 -17.7912 -13.8071 -0.3 -0.1 0.4
H 21.5930 -16.2324 -14.4479 0.0 0.0 -0.4
H 21.9312 -16.4146 -11.8831 0.2 0.3 0.0
H 20.1855 -16.3366 -11.8432 0.0 0.1 0.3
H 20.3072 -14.1252 -13.2507 0.0 -0.3 0.0
H 22.0756 -14.2931 -13.0193 -0.2 0.3 -0.1
H 21.9458 -15.2944 -10.1066 -0.5 0.2 0.1
H 21.8814 -13.6808 -9.3240 -0.4 -0.1 -0.1
H 23.8294 -14.5800 -11.4764 0.0 0.1 -0.4
H 24.1271 -14.2141 -9.8187 0.0 0.1 0.1
H 24.7435 -12.3044 -11.2452 -0.2 0.4 -0.3
H 23.4603 -11.8449 -10.1197 0.5 -0.2 0.6
H 22.9806 -12.3658 -12.9711 -0.5 0.0 -0.3
H 22.7907 -10.8625 -12.1244 0.0 0.0 0.1
H 20.4655 -11.9816 -12.3957 0.2 0.0 0.0
H 20.9762 -11.5533 -10.7542 -0.3 -0.6 0.3
H 19.4852 -14.9771 -10.1836 0.3 -0.2 -0.8
H 18.7791 -13.6327 -11.1679 0.3 -0.1 -0.2
H 19.7259 -13.3933 -9.6745 -0.4 0.4 -0.1
C 16.5108 -23.7808 -6.3157 0.5 -0.9 0.0
C 16.7380 -22.9852 -7.5514 -0.4 0.4 -1.1
C 17.9458 -23.4317 -8.3925 -0.2 -0.2 -0.2
N 17.9911 -22.8395 -9.8205 -1.1 0.0 0.6
C 17.7672 -21.2666 -9.7177 -0.9 -0.6 0.0
C 17.9756 -20.4830 -11.0393 0.9 -1.5 0.5
C 19.3968 -20.8288 -11.5261 -0.6 1.4 -0.1
C 19.5819 -22.3040 -11.7593 0.2 -2.0 1.2
C 19.3562 -23.2000 -10.4423 -0.7 2.9 -0.6
C 16.7713 -23.4555 -10.5608 1.0 0.5 -1.0
H 15.6358 -23.3797 -5.8042 0.2 -0.2 0.2
H 17.4108 -23.7842 -5.7008 -0.3 0.0 0.4
H 16.3190 -24.7956 -6.6644 -0.2 -0.2 0.6
H 16.7635 -21.9364 -7.2556 0.4 0.1 -0.3
H 15.8239 -23.1229 -8.1288 0.0 0.2 -0.2
H 18.0006 -24.4904 -8.6458 -0.7 -0.3 0.5
H 18.8700 -23.2930 -7.8315 0.2 0.7 -0.3
H 18.3421 -21.0082 -8.8284 0.7 0.4 -0.5
H 16.7532 -21.1352 -9.3400 -0.2 -0.4 -0.3
H 17.7414 -19.4187 -11.0188 0.4 0.0 0.8
H 17.2715 -20.8119 -11.8037 -0.1 -0.4 0.1
H 20.1781 -20.4814 -10.8501 -0.1 -0.1 0.7
H 19.5932 -20.1603 -12.3643 0.1 -0.8 -0.8
H 20.6349 -22.4664 -11.9894 -0.2 -0.1 -0.4
H 18.9533 -22.7717 -12.5170 0.1 0.5 -0.4
H 20.0717 -22.8232 -9.7115 0.0 -0.3 0.2
H 19.4688 -24.2776 -10.5617 -0.3 0.1 -0.1
H 15.8235 -23.2066 -10.0835 0.4 0.3 -0.1
H 16.7749 -24.5338 -10.7197 0.7 -0.1 0.8
H 16.8426 -23.0849 -11.5834 -0.4 0.4 0.1
C 25.3336 -23.4781 -16.2308 -0.7 1.2 0.8
C 25.0645 -23.9334 -14.7550 0.7 0.6 -1.0
C 23.6277 -24.4188 -14.5877 0.5 0.1 1.3
N 23.2581 -24.8943 -13.1425 -0.2 -1.6 0.2
C 23.7447 -23.9544 -12.0067 -0.4 -1.2 -0.7
C 23.3437 -24.4191 -10.5790 1.0 -1.8 -0.8
C 23.9512 -25.8636 -10.3506 -0.4 0.1 -1.3
C 23.6214 -26.8446 -11.5003 -0.2 1.0 -0.9
C 23.8980 -26.3304 -12.9221 -0.3 0.6 0.5
C 21.7241 -24.9233 -13.0851 1.3 0.6 -0.7
H 24.8431 -22.5104 -16.3354 -0.2 0.2 -0.2
H 24.9135 -24.0866 -17.0317 0.3 -0.5 0.3
H 26.3846 -23.2396 -16.3934 0.0 -0.5 0.0
H 25.1879 -23.0538 -14.1232 0.0 0.2 -0.1
H 25.9478 -24.5274 -14.5204 -0.7 -1.0 0.4
H 23.3759 -25.2288 -15.2722 0.0 -0.1 0.2
H 22.9801 -23.5582 -14.7552 -0.1 0.0 -0.2
H 24.8223 -24.0450 -12.1438 0.1 0.5 0.4
H 23.3578 -22.9698 -12.2692 0.1 0.1 0.0
H 23.8883 -23.7691 -9.8942 -0.5 0.2 0.1
H 22.2740 -24.4734 -10.3770 0.0 0.6 -0.1
H 25.0268 -25.6874 -10.3396 0.1 -0.5 0.5
H 23.5663 -26.4000 -9.4833 0.4 0.7 0.5
H 24.1072 -27.8167 -11.4151 0.2 0.1 0.2
H 22.5532 -27.0557 -11.5498 -0.1 -0.2 0.6
H 24.9502 -26.2809 -13.2023 0.0 0.4 0.2
H 23.4564 -27.0725 -13.5872 -0.3 0.5 -0.4
H 21.4166 -25.2955 -14.0623 -0.4 -0.3 0.4
H 21.4903 -23.8593 -13.0484 -0.4 -0.2 0.0
H 21.3297 -25.4581 -12.2211 0.2 -0.1 -0.3
C 22.9756 -25.2246 -19.4851 2.1 -0.2 0.7
C 22.3667 -23.8541 -19.6450 -0.9 0.4 0.2
C 23.0060 -22.7151 -18.7129 -1.3 -1.4 -1.9
N 22.4071 -21.3152 -19.0238 0.4 -0.9 2.0
C 23.2797 -20.3289 -18.2068 -0.2 -0.5 -0.4
C 22.7063 -18.9373 -18.1406 0.5 0.2 -0.3
C 21.3310 -18.9618 -17.5648 -0.3 0.0 1.9
C 20.4521 -19.8500 -18.3850 -0.6 -1.6 -1.1
C 20.9117 -21.3590 -18.4931 1.5 2.2 0.7
C 22.4530 -20.9863 -20.4828 -0.5 -0.9 0.3
H 22.5882 -26.1415 -19.9295 -0.9 0.7 -0.4
H 23.0023 -25.4294 -18.4149 0.1 -0.2 0.2
H 24.0102 -25.2398 -19.8278 0.3 0.1 0.1
H 21.3420 -24.0828 -19.3520 -0.4 0.9 0.2
H 22.3018 -23.5394 -20.6866 0.3 0.0 0.1
H 24.0874 -22.7132 -18.8492 0.0 0.4 -0.1
H 22.7745 -22.9864 -17.6829 0.0 0.5 0.0
H 23.4118 -20.6763 -17.1822 -0.7 -0.4 0.1
H 24.2892 -20.4138 -18.6091 -0.1 0.3 -0.6
H 23.4240 -18.3882 -17.5311 -0.1 0.3 0.0
H 22.5973 -18.4096 -19.0882 0.6 -0.2 -0.3
H 21.3248 -19.3164 -16.5341 0.3 -0.3 0.1
H 20.9625 -17.9443 -17.4345 -0.3 0.0 -0.6
H 19.4099 -19.8837 -18.0677 0.0 0.2 0.1
H 20.4682 -19.4789 -19.4098 -0.4 0.1 -0.2
H 20.9935 -21.8185 -17.5080 -0.1 0.1 0.0
H 20.2697 -21.9744 -19.1233 0.4 0.2 -0.3
H 23.3757 -21.3736 -20.9148 -0.1 0.0 0.0
H 22.3643 -19.9257 -20.7182 -0.1 -0.2 0.4
H 21.5772 -21.5531 -20.7987 0.3 0.4 -1.0
C 27.1358 -20.8326 -9.4287 -0.7 -0.6 0.1
C 25.6375 -20.6608 -9.8527 0.8 1.5 0.2
C 25.6444 -19.3806 -10.7161 0.2 -1.0 -1.7
N 24.6925 -19.4437 -11.9847 -2.3 1.3 2.3
C 24.5905 -18.0547 -12.7022 0.5 -1.5 -0.9
C 25.8360 -17.8257 -13.5582 1.3 0.6 -0.5
C 26.3226 -18.9433 -14.5770 -1.0 0.1 2.3
C 26.3166 -20.2678 -13.7330 0.1 0.3 -1.4
C 25.0023 -20.5348 -12.9888 0.7 1.0 0.2
C 23.2303 -19.6481 -11.3435 1.6 1.0 -0.3
H 27.2853 -21.5064 -8.5850 -0.2 -0.2 -0.2
H 27.6077 -19.9018 -9.1140 -0.3 0.2 -0.1
H 27.7016 -21.2022 -10.2839 0.1 -0.1 0.0
H 25.0086 -20.3471 -9.0196 0.0 -0.8 0.4
H 25.1727 -21.5018 -10.3672 0.4 -0.2 0.2
H 26.6461 -19.2724 -11.1322 -0.2 0.3 -0.1
H 25.4336 -18.5553 -10.0360 -0.4 0.4 -0.8
H 24.3353 -17.2732 -11.9866 0.7 -0.2 0.4
H 23.6980 -18.0980 -13.3266 -0.1 -0.5 -0.2
H 26.6946 -17.5934 -12.9281 0.1 -0.5 0.5
H 25.8070 -16.8585 -14.0600 -0.7 0.0 -0.3
H 27.3397 -18.7009 -14.8849 -0.1 0.0 0.0
H 25.6866 -18.9567 -15.4621 -0.1 -0.3 0.1
H 27.2124 -20.3079 -13.1132 -0.2 0.3 0.5
H 26.5074 -21.1129 -14.3944 -0.3 -0.2 -0.2
H 25.0801 -21.4897 -12.4690 -0.3 0.2 0.1
H 24.1212 -20.4929 -13.6291 0.1 -0.4 -0.3
H 23.3128 -20.4337 -10.5925 -0.3 0.1 -0.3
H 22.4038 -19.7366 -12.0487 0.6 -0.7 -0.6
H 23.0310 -18.6789 -10.8863 0.2 -0.1 0.5
```
Positions in Å, forces in eV/Å.

=====

Here is a structure of composition C28H71Cl2FeNO24S8 in a non-equilibrium geometry from the Open Molecules 2025 dataset. Energies are from ωB97M-V with the def2-TZVPD basis set.

Values from the calculation:
**Multiplicity**: 5
**DFT total energy**: -226929.8523 eV
**Kohn-Sham gap (alpha / beta)**: 9.33 / 9.10 eV
**Highest occupied orbital energy (alpha / beta)**: -9.420 / -9.193 eV
**Molar mass**: 1189.15 u

XYZ file:
```
135
Properties=species:S:1:pos:R:3:forces:R:3
Fe 0.0878 0.1917 -1.0607 0.0 0.1 0.2
Cl 1.5066 2.1315 -0.4950 -0.1 -0.3 -0.2
Cl -0.8093 0.0567 1.0916 0.5 0.1 0.0
O -5.0095 -5.2880 3.7150 -0.3 -0.4 0.8
S -3.8163 -5.3445 2.9494 0.4 1.0 -1.8
O -2.5440 -4.9149 3.4983 -0.9 -0.8 -0.3
O -3.7469 -6.8103 2.3082 1.4 -0.4 -0.2
C -2.3964 -7.2378 1.7502 1.2 0.9 0.6
C -1.6569 -8.2341 2.6630 -0.3 1.1 1.1
C -4.1493 -4.3347 1.4855 1.1 0.4 1.2
H -1.7725 -6.3086 1.7524 -0.6 -0.9 -0.2
H -2.4149 -7.5999 0.7127 -1.0 0.2 0.4
H -1.5750 -7.7040 3.6425 -0.2 -0.6 -0.4
H -0.6052 -8.3407 2.3490 -0.6 -0.1 -0.3
H -2.1509 -9.2049 2.8256 0.2 0.4 -0.3
H -3.3418 -4.5197 0.7586 -0.5 0.4 0.2
H -4.2176 -3.2887 1.8626 0.6 -0.8 -0.4
H -5.1330 -4.5444 1.1343 -0.6 -0.6 -0.5
O 3.9197 3.8227 -5.4968 0.5 0.5 -0.3
S 3.7374 3.1357 -4.2628 -0.5 1.1 0.6
O 3.6803 1.7095 -4.3197 0.1 0.0 0.7
O 4.8842 3.5247 -3.1898 -0.3 -0.8 -1.0
C 5.0267 4.8976 -2.7743 0.2 0.7 -0.9
C 6.4329 5.1810 -2.3404 0.5 -0.7 1.6
C 2.2706 3.8572 -3.5042 0.3 -0.7 0.2
H 4.3173 5.0078 -1.9600 -0.1 0.5 0.0
H 4.8932 5.5978 -3.6334 -0.7 -0.7 0.5
H 6.5461 6.2162 -2.0636 -0.4 0.6 0.2
H 7.1444 5.0687 -3.1339 0.3 -0.6 -0.5
H 6.7277 4.6097 -1.4258 -0.1 0.2 -0.9
H 2.2206 3.5794 -2.4492 0.1 0.1 0.0
H 1.4310 3.3908 -3.9863 -0.3 -0.4 -0.3
H 2.1848 4.9225 -3.6951 0.5 0.1 0.1
O 2.0659 -5.6673 -0.0749 4.5 0.5 -0.1
S 0.7134 -5.9062 -0.1862 -2.4 -0.2 0.7
O 0.2179 -7.2353 -0.1347 -0.5 -0.6 -0.3
O 0.0425 -5.1643 0.9980 -1.5 0.0 0.3
C 0.6440 -4.0751 1.6918 0.6 0.9 0.3
C 0.7819 -4.4733 3.1569 0.5 -0.9 -0.8
C 0.1334 -5.1011 -1.6047 0.0 0.5 0.1
H -0.0281 -3.1936 1.5978 0.3 -0.6 -0.1
H 1.6320 -3.8273 1.2342 -0.7 -0.3 0.3
H -0.2209 -4.7117 3.5587 0.7 0.3 0.1
H 1.3008 -3.6434 3.6076 -0.2 0.4 0.8
H 1.4864 -5.3433 3.2655 -0.8 0.6 -0.2
H -0.8745 -5.4392 -1.7553 -0.5 0.0 -0.3
H 0.8226 -5.5521 -2.3113 -0.2 0.4 -0.7
H 0.1867 -3.9859 -1.5174 0.2 -1.0 -0.1
O -3.8240 2.0763 -1.5945 0.2 0.6 1.1
S -2.4743 2.5440 -1.7705 -0.7 -2.6 -2.1
O -1.5626 1.4092 -2.0478 0.1 1.1 0.4
O -2.5412 3.4305 -3.0772 0.6 -0.8 -1.2
C -2.8100 2.6271 -4.4066 -0.6 0.8 1.3
C -2.5318 3.6234 -5.4687 -1.0 0.6 -1.5
C -1.7501 3.5746 -0.5593 0.7 -0.4 -0.9
H -3.8948 2.2800 -4.3425 1.7 0.2 -0.1
H -2.0357 1.8887 -4.5393 -0.2 -0.8 0.9
H -3.3444 4.3347 -5.4853 0.3 0.9 0.3
H -2.6239 3.2499 -6.5060 0.2 -0.7 0.6
H -1.5304 4.0433 -5.4098 -0.2 0.3 0.3
H -1.1941 2.8241 0.0305 -0.6 0.5 0.5
H -2.5115 4.2074 -0.1133 0.2 -0.1 0.4
H -0.9583 4.0975 -1.1213 -0.4 0.1 0.3
O 0.6953 5.6078 4.6353 -0.7 1.2 0.8
S 1.3326 4.6841 3.7875 -2.4 -0.8 -1.7
O 2.7179 4.6447 3.6614 3.2 -0.2 0.3
O 0.7497 3.2789 4.2585 1.0 0.1 -0.5
C 1.5268 2.1330 3.7945 0.5 -0.2 -0.5
C 1.3904 1.0649 4.8346 0.9 -1.5 -0.4
C 0.7302 4.8229 2.1109 -1.1 1.4 -0.1
H 2.5930 2.4070 3.6066 -0.9 0.0 0.3
H 1.0976 1.7851 2.8402 0.0 0.2 0.3
H 1.8099 1.3137 5.8155 -0.2 0.2 -0.3
H 1.9313 0.1317 4.4706 -0.6 1.1 0.4
H 0.3473 0.8048 4.9096 -0.4 -0.2 0.3
H -0.3426 5.1280 2.2059 0.7 -0.8 -0.3
H 0.9341 3.9567 1.4768 -0.2 -0.2 0.4
H 1.2046 5.6857 1.5978 0.1 -0.4 0.7
O -1.3430 -1.7908 -1.5974 0.5 -0.5 -0.2
S -2.6151 -2.3122 -2.0261 -1.6 1.8 3.1
O -2.8535 -3.6579 -2.3787 0.6 -1.0 -0.6
O -3.6526 -2.1329 -0.7509 0.8 0.9 -2.3
C -3.7344 -0.7595 -0.1772 1.0 -2.0 1.7
C -4.7080 -0.8825 0.9572 -1.0 -0.2 1.0
C -3.1274 -1.2831 -3.3406 -0.6 -0.4 -1.0
H -4.0765 0.0007 -0.8300 -0.1 0.3 -1.2
H -2.7253 -0.5931 0.2412 -0.8 0.4 -0.6
H -5.6032 -1.5119 0.7237 0.9 0.3 0.1
H -5.1155 0.1001 1.1445 -0.2 0.5 0.1
H -4.2797 -1.1844 1.9369 0.0 -0.1 -0.8
H -2.9782 -0.2050 -3.2720 0.5 -0.4 0.4
H -4.1707 -1.4787 -3.5460 -0.4 -0.1 0.2
H -2.5974 -1.7726 -4.1720 0.1 0.6 0.1
O 1.7817 -1.5402 -0.6165 -1.3 0.1 -0.5
S 3.0577 -1.4965 0.0168 1.9 -0.3 0.5
O 3.7881 -2.7404 0.1739 -0.7 1.5 0.1
O 3.8937 -0.4947 -0.9148 0.5 -1.1 1.1
C 5.2629 -0.1222 -0.4118 -1.2 0.3 0.3
C 5.7532 0.7799 -1.4989 -0.3 0.4 0.5
C 2.8769 -0.6005 1.5787 1.1 -0.4 0.0
H 5.9219 -0.9702 -0.1547 -0.7 0.0 -0.4
H 4.9914 0.4303 0.4970 0.7 0.0 -0.1
H 5.0885 1.6301 -1.5500 -0.4 0.0 -0.3
H 5.7952 0.2763 -2.4459 0.0 -0.2 -0.5
H 6.6966 1.2229 -1.2716 1.0 0.0 0.2
H 2.1286 -1.0779 2.1994 -0.3 -0.3 -0.2
H 2.5548 0.4004 1.3273 -0.1 0.3 -0.2
H 3.8334 -0.5973 2.1493 -0.6 0.0 -0.6
O -4.8576 4.2953 4.1519 0.7 0.2 -0.8
S -3.8480 3.5323 3.4506 0.0 0.4 -0.1
O -3.6456 3.6059 2.0265 -0.2 0.4 0.5
O -2.4130 3.8246 4.0723 -0.7 0.0 1.4
C -2.4465 4.2682 5.5392 0.7 0.7 -1.1
C -2.5671 5.8199 5.5750 0.2 -0.3 0.2
C -4.3123 1.8889 3.8224 0.9 0.5 1.9
H -1.4659 3.9754 5.9669 -0.5 0.1 -0.7
H -3.2067 3.6719 6.0614 -0.1 0.6 -0.2
H -2.6082 6.0822 6.6367 0.4 0.1 0.0
H -3.4961 6.2516 5.1726 0.3 -0.6 -0.2
H -1.6790 6.3188 5.0883 -0.9 -0.8 0.6
H -3.6860 1.1672 3.3313 0.1 -0.3 -0.2
H -5.3275 1.9542 3.5235 -1.0 -0.6 -0.5
H -4.3114 1.8231 4.9410 0.1 -0.3 -1.0
C 1.9468 -3.6995 -4.5978 0.3 -0.8 -0.2
C 2.2798 -2.4152 -5.3598 0.3 -0.9 0.1
C 2.7768 -1.2859 -4.4453 -0.4 -0.3 -0.4
C 1.6750 -0.6751 -3.7002 1.5 -0.7 -1.3
N 0.8054 -0.2887 -3.0870 -1.4 0.8 1.3
H 1.3450 -4.3227 -5.2805 0.1 0.0 0.5
H 1.4319 -3.6071 -3.6356 -0.1 0.4 -0.3
H 2.8765 -4.2629 -4.3787 -0.4 0.3 -0.1
H 1.4222 -2.1242 -5.9429 -0.4 0.4 -0.1
H 3.0346 -2.7450 -6.0972 0.0 0.7 0.3
H 3.3412 -0.5321 -4.9832 0.0 0.2 0.1
H 3.3855 -1.7240 -3.6697 0.6 0.0 0.3
```
Positions in Å, forces in eV/Å.